i | This record from the OMol25 dataset describes an isolated molecule of C5H8ClNS. The level of theory is ωB97M-V with the def2-TZVPD basis set.

Calculated values
Kohn-Sham gap, eV: 9.0
Spin multiplicity: 1
Net charge: 0
SMILES string: C[C@@]1(CCl)CN1C=S

Last column: Löwdin charge in e.
Cartesian coordinates (Å):
Cl 2.38716 -0.76070 1.71924  0.570
S -2.05979 1.76270 -1.28475  0.623
N -0.31391 -0.24636 -1.13473  -0.099
C -1.43249 0.30754 -1.66459  -0.703
C -0.03291 -1.57991 -0.67137  -0.033
C -0.84702 -0.15042 1.34415  -0.051
C 1.54082 0.15269 0.44896  -0.513
C 0.12812 -0.38446 0.22407  -0.539
H 2.12885 0.04804 -0.48091  0.088
H 0.84085 -2.04665 -1.11302  0.116
H -0.99606 0.92965 1.54784  0.083
H 1.50929 1.20380 0.75318  0.086
H -1.87482 -0.32316 -2.46102  0.077
H -1.79397 -0.59009 1.11197  0.071
H -0.90824 -2.21983 -0.47023  0.131
H -0.47277 -0.62122 2.29696  0.092

***

ii | This record from the OMol25 dataset describes an isolated molecule of C5H8ClNS. The level of theory is ωB97M-V with the def2-TZVPD basis set.

Calculated values
Kohn-Sham gap, eV: 9.8
Spin multiplicity: 1
Net charge: 0
SMILES string: [H]/N=C1/[C@H](C)CS[C@@H]1Cl

Last column: Löwdin charge in e.
Cartesian coordinates (Å):
Cl 0.90539 1.61493 -2.43210  0.539
S 0.89644 2.19815 0.56673  0.813
N 1.08077 -1.49740 -0.96375  0.166
C -0.17180 -0.36974 0.71606  -0.386
C -1.29478 -1.30370 0.52703  -0.095
C 0.81830 -0.42400 -0.38645  -0.406
C -0.60237 1.20824 0.83914  -0.427
C 1.41137 1.07497 -0.80332  -0.883
H -2.20326 -0.91683 0.88828  0.053
H -1.44571 -1.40983 -0.56552  0.090
H 0.31186 -0.60393 1.69128  0.150
H -1.12975 1.52878 1.77125  0.087
H -1.24521 1.51781 -0.03220  0.079
H -1.20169 -2.36813 0.98714  0.122
H 2.48158 0.99772 -0.90402  0.041
H 1.38886 -1.24704 -1.89955  0.059

***

The structure with the least stability is i.

***

i | This record from the OMol25 dataset describes C3H2Li2NiO3 as an isolated structure. The level of theory is ωB97M-V with the def2-TZVPD basis set.

Calculated values
Expectation value of S²: 3.762
Kohn-Sham gap (alpha / beta), eV: 3.7 / 2.8
Spin multiplicity: 4
Net charge: +1

Last column: Löwdin charge in e.
Cartesian coordinates (Å):
Ni 3.14013 1.04651 0.31617  0.208
O -1.47869 -0.72216 0.04619  0.004
O -3.60760 -0.24012 0.10734  0.012
O 2.09091 -0.57795 0.62616  -0.390
C 0.88652 -0.94514 0.78818  -0.275
C -2.47071 0.03575 0.54332  -0.187
C -0.11834 -0.11650 0.08794  -0.160
Li -3.99174 1.39311 0.95086  0.851
Li 2.12225 -1.79020 2.00373  0.669
H 0.23518 0.10784 -0.93365  0.144
H -0.21922 0.85456 0.60787  0.124

***

ii | This record from the OMol25 dataset describes C3H2Li2NiO3 as an isolated structure. The level of theory is ωB97M-V with the def2-TZVPD basis set.

Calculated values
Expectation value of S²: 3.770
Kohn-Sham gap (alpha / beta), eV: 6.4 / 4.4
Spin multiplicity: 4
Net charge: +1

Last column: Löwdin charge in e.
Cartesian coordinates (Å):
Ni 1.41947 -3.42386 2.37032  0.148
O -2.51532 -1.37937 -1.23334  0.066
O -1.04290 -1.17112 0.47469  -0.118
O 2.91281 -1.46793 0.66835  0.036
C -1.72806 -1.65308 -0.42806  -0.567
C 1.88835 -0.96398 0.44775  -0.180
C 0.69024 -0.32559 0.22727  0.010
Li 3.42690 -2.97870 1.70035  0.503
Li -3.23524 -0.64331 0.59158  0.839
H 0.58162 0.03722 -0.79072  0.132
H 0.52758 0.52663 0.88017  0.131

***

The structure with the least stability is ii.

***

i | This record from the OMol25 dataset describes an isolated molecule of C6H10O2. The level of theory is ωB97M-V with the def2-TZVPD basis set.

Calculated values
Kohn-Sham gap, eV: 10.2
Spin multiplicity: 1
Net charge: 0
SMILES string: C[C@H]1OCC[C@@H]2O[C@H]21

Last column: Löwdin charge in e.
Cartesian coordinates (Å):
O 0.08634 -1.15404 1.83458  0.062
O 0.21881 0.52156 -1.01678  -0.178
C -0.09519 -1.07914 0.45054  -0.399
C -1.23459 -1.47559 -0.47029  -0.102
C 1.89503 1.47299 0.52710  -0.006
C -0.83314 -0.35867 -1.40132  -0.235
C 0.40133 0.97521 0.39864  -0.320
C -0.46107 0.03030 1.19790  -0.184
H -0.17609 1.92954 0.46143  0.138
H 2.37151 1.81818 -0.48615  0.121
H -1.83855 0.27250 -1.89394  0.177
H -1.41681 0.23070 1.49193  0.136
H -2.23018 -1.47626 0.06113  0.137
H -0.97786 -2.56137 -0.85779  0.149
H 1.87238 2.31251 1.31994  0.104
H 1.98886 0.42089 0.89142  0.077
H -0.55915 -0.67704 -2.38429  0.100
H 0.98837 -1.20228 -0.12407  0.225

***

ii | This record from the OMol25 dataset describes an isolated molecule of C6H10O2. The level of theory is ωB97M-V with the def2-TZVPD basis set.

Calculated values
Kohn-Sham gap, eV: 10.4
Spin multiplicity: 1
Net charge: 0
SMILES string: C=CCCCC(=O)O

Last column: Löwdin charge in e.
Cartesian coordinates (Å):
O -2.93304 2.23043 -0.75561  0.090
O -0.84656 2.42071 -1.52870  0.118
C 1.83489 -1.10800 -0.04858  -0.199
C -1.42825 0.70154 0.11544  -0.104
C -0.02484 0.44177 0.73506  -0.154
C -1.62468 1.85137 -0.81628  -0.509
C 0.43810 -1.05919 0.47679  -0.187
C 2.57404 -2.19657 -0.23437  -0.011
H 0.73603 1.07398 0.27748  0.092
H -0.22013 -1.46983 -0.28285  0.101
H 2.39491 -0.18034 -0.13883  0.094
H 0.00813 0.68324 1.79429  0.104
H -1.78785 -0.24414 -0.27403  0.113
H 2.11214 -3.17745 -0.12233  0.058
H 3.65566 -2.15904 -0.25471  0.051
H 0.32399 -1.55769 1.43658  0.112
H -2.14081 0.77304 0.94721  0.124
H -3.07173 2.97616 -1.32654  0.106

***

The structure with the least stability is i.